1.
C5H10O | the ωB97M-V functional and the def2-TZVPD basis

Each line ends with the Mulliken charge.
Cartesian coordinates (Å):
C -0.18906 1.28414 -0.24093  -0.50
C -1.10264 0.30514 0.55230  -0.56
C -0.36384 -0.87351 -0.08295  -0.34
C -0.45847 -0.79754 -1.57395  -0.62
C 0.52237 0.08791 -0.87279  -0.37
H 0.46284 1.85023 0.42839  0.28
H -0.68100 1.96955 -0.93985  0.31
H -0.94424 0.38918 1.63102  0.21
H -2.17867 0.35092 0.35011  0.31
H -0.10140 -1.80186 0.41902  0.37
H -0.02360 -1.63803 -2.10855  0.26
H -1.34319 -0.36933 -2.04475  0.20
H 1.58671 0.03165 -1.08916  0.47
O 1.90873 -0.03535 1.97916  -0.66
H 1.20157 -0.41980 2.50979  0.32
H 1.70388 -0.33330 1.08312  0.33

Cartesian forces (eV/Å) of the 6 atoms listed first:
C 0.014 0.155 -0.034
C -0.128 0.000 0.088
C -0.071 -0.251 0.151
C -0.071 -0.050 -0.128
C 0.242 0.101 -0.117
H -0.111 -0.065 -0.117

Results
- energy relative to the best compared isomer or geometry (same formula, charge and spin) (kcal/mol) = 41.8
- LUMO energy (eV) = 1.01
- spin multiplicity = 1
- HOMO-LUMO gap (eV) = 10.98
- largest force on an atom (eV/A) = 0.30

---

2.
C47H92N5O11 | the ωB97M-V functional and the def2-TZVPD basis

Each line ends with the Mulliken charge.
Cartesian coordinates (Å):
C 8.07088 0.61591 1.63378  -1.72
C 6.55566 0.48744 1.75700  1.62
C 6.30547 -0.64444 2.66869  -1.36
C 4.83439 -0.83843 3.03314  -0.79
C 4.35911 0.30733 3.84391  -1.23
C 4.56742 1.74208 3.19963  1.23
N 5.93623 1.72421 2.50662  0.63
O 6.44827 2.98297 2.13531  -0.28
C 4.58229 2.64725 4.49279  -1.65
C 3.46714 2.18914 2.11932  -1.39
C 5.79559 0.37319 0.38179  -1.63
H 8.58342 -0.24537 1.20530  0.41
H 8.58386 0.76235 2.58432  0.43
H 8.36871 1.53977 1.13791  0.42
H 6.76082 -0.41480 3.63202  0.39
H 6.79515 -1.52015 2.24273  0.55
H 4.75799 -1.82123 3.49827  0.46
H 4.26081 -1.05908 2.13291  0.34
H 4.87256 0.16073 4.79417  0.42
H 3.35485 0.11267 4.22030  0.50
H 5.11126 2.36639 5.40350  0.38
H 3.50964 2.74801 4.65827  0.44
H 4.99684 3.62951 4.26603  0.43
H 3.80013 3.03663 1.52015  0.39
H 2.63618 2.69923 2.60656  0.41
H 3.22387 1.31203 1.51966  0.33
H 6.30042 -0.40493 -0.19073  0.45
H 5.89544 1.31656 -0.15503  0.39
H 4.74314 0.09001 0.39785  0.33
C 0.24101 5.24379 -3.19042  -1.77
C -0.09836 5.07913 -4.67442  1.26
C 0.87944 6.01331 -5.40260  -1.03
C 2.33027 5.49463 -5.56019  -0.76
C 2.28538 4.04556 -6.02381  -1.28
C 1.50076 3.02740 -5.21071  1.45
N 0.14697 3.63053 -4.94514  0.75
O -0.89701 2.73670 -4.71928  -0.25
C 2.31980 2.82358 -3.86925  -1.63
C 1.31814 1.70597 -6.04480  -1.66
C -1.61044 5.45673 -4.94654  -1.60
H -0.19316 6.20950 -2.93158  0.46
H 1.23454 5.31652 -2.74804  0.35
H -0.17850 4.45322 -2.56825  0.48
H 0.99253 6.92517 -4.81623  0.42
H 0.38483 6.21261 -6.35326  0.45
H 2.98584 5.60056 -4.69583  0.34
H 2.89186 6.04206 -6.31718  0.43
H 3.33614 3.78832 -6.15737  0.50
H 2.06626 4.06452 -7.09139  0.43
H 2.50719 3.78058 -3.38228  0.27
H 3.28001 2.30955 -3.91271  0.39
H 1.75380 2.22052 -3.15927  0.46
H 0.80016 0.94646 -5.45920  0.42
H 2.25580 1.30890 -6.43369  0.39
H 0.68338 1.87023 -6.91554  0.44
H -2.30216 5.09784 -4.18443  0.36
H -2.00441 5.23497 -5.93837  0.42
H -1.59682 6.54627 -4.91822  0.46
C -7.83771 8.03369 0.20711  -1.49
C -6.61608 8.31202 1.07399  1.25
C -7.04617 8.31708 2.53948  -1.05
C -7.37150 6.98617 3.15956  -0.81
C -6.22623 5.95593 2.99815  -1.22
C -5.81367 5.75775 1.54062  1.26
N -5.64027 7.07841 0.87149  0.71
O -4.79625 7.15326 -0.26112  -0.27
C -6.81913 4.83922 0.74630  -1.50
C -4.48783 5.00129 1.71997  -1.77
C -5.92506 9.70524 0.77347  -1.49
H -8.45108 7.22677 0.60805  0.37
H -7.62926 7.79311 -0.83538  0.37
H -8.47316 8.91875 0.23824  0.41
H -7.85951 9.00612 2.76709  0.44
H -6.17006 8.65834 3.09091  0.37
H -8.28735 6.51365 2.80454  0.37
H -7.50546 7.11334 4.23380  0.43
H -6.48889 4.97205 3.38685  0.45
H -5.35598 6.38094 3.49827  0.44
H -7.82509 5.05913 1.10377  0.36
H -6.76743 3.80372 1.08269  0.44
H -6.71826 4.72830 -0.33334  0.35
H -4.03970 4.59559 0.81295  0.45
H -4.56178 4.07871 2.29570  0.44
H -3.65375 5.52294 2.18933  0.44
H -5.54285 9.84325 -0.23795  0.39
H -5.18785 9.91710 1.54789  0.42
H -6.64393 10.48512 1.02471  0.41
C -1.90541 -5.48419 5.81503  -1.52
C -1.65904 -4.88820 4.34944  1.33
C -2.16854 -5.83725 3.29209  -1.20
C -3.65522 -5.93625 3.22112  -0.69
C -4.25029 -4.50928 2.90655  -1.23
C -3.84174 -3.42914 3.92514  1.34
N -2.32504 -3.49566 4.18685  0.73
O -1.55584 -2.31772 4.40934  -0.27
C -4.60614 -3.73021 5.20963  -1.67
C -4.30752 -2.09779 3.37209  -1.62
C -0.11637 -4.62509 4.14584  -1.85
H -2.27547 -4.80193 6.58033  0.37
H -1.06773 -6.04630 6.22784  0.40
H -2.70457 -6.22188 5.74255  0.37
H -1.75773 -6.76918 3.68049  0.42
H -1.78203 -5.52706 2.32128  0.50
H -4.14637 -6.37333 4.09051  0.35
H -3.94087 -6.55527 2.37064  0.44
H -5.33170 -4.56309 2.78096  0.51
H -3.74424 -4.29521 1.96518  0.43
H -4.33359 -2.93645 5.90516  0.44
H -4.47461 -4.69863 5.69230  0.37
H -5.67950 -3.68209 5.02614  0.40
H -3.95192 -1.92483 2.35635  0.40
H -4.05125 -1.24015 3.99409  0.41
H -5.39103 -2.09413 3.25341  0.42
H 0.36944 -4.09349 4.96406  0.40
H 0.14936 -4.16442 3.19439  0.51
H 0.34854 -5.60572 4.04416  0.48
C 2.27045 -6.95795 -1.26641  -1.63
C 3.84698 -6.72473 -1.41358  1.39
C 4.49992 -7.82886 -2.19672  -1.15
C 4.19153 -7.84718 -3.67405  -0.70
C 4.76764 -6.52344 -4.33190  -1.06
C 4.14433 -5.25538 -3.66710  1.30
N 4.17841 -5.41155 -2.16700  0.60
O 3.92177 -4.23903 -1.43127  -0.26
C 2.65823 -5.17086 -4.11633  -1.64
C 5.00022 -4.01946 -4.10763  -1.63
C 4.39354 -6.71683 0.07849  -1.71
H 2.06250 -7.68366 -0.48015  0.46
H 1.86755 -7.50633 -2.11791  0.38
H 1.62405 -6.11858 -1.01005  0.38
H 4.11214 -8.74937 -1.76038  0.41
H 5.58210 -7.81127 -2.06760  0.36
H 3.12998 -8.03776 -3.83178  0.34
H 4.67451 -8.69825 -4.15417  0.43
H 4.68726 -6.57367 -5.41777  0.50
H 5.82971 -6.69245 -4.15432  0.35
H 2.11427 -4.37363 -3.60974  0.45
H 1.96797 -5.98325 -3.88905  0.33
H 2.72203 -5.05924 -5.19872  0.43
H 4.74225 -3.05216 -3.67650  0.39
H 4.91655 -3.59254 -5.10705  0.38
H 6.03526 -4.23746 -3.84442  0.40
H 4.04508 -5.81792 0.58705  0.41
H 5.48040 -6.64388 0.03979  0.41
H 4.11074 -7.61429 0.62866  0.42
O -5.40463 -6.50492 -2.82620  -0.47
C -4.34394 -7.20861 -2.88640  0.76
O -4.42139 -8.45454 -3.15011  -0.60
O -3.33683 -6.61416 -2.57545  -0.65
H -4.70969 -5.89997 -2.55658  0.38
O -2.04882 -1.90617 -0.99352  -0.48
C -1.07964 -1.08558 -0.52676  0.70
O -1.30808 0.11267 -0.65547  -0.74
O -0.06520 -1.60571 -0.07039  -0.70
H -1.75214 -2.78559 -0.74812  0.28

Cartesian forces (eV/Å) of the 6 atoms listed first:
C 0.632 1.703 0.028
C -0.095 0.663 -0.052
C -1.028 -0.859 1.259
C 0.385 -1.787 -1.923
C -0.355 -0.332 0.161
C 0.404 -0.915 2.032

Results
- energy relative to the best compared isomer or geometry (same formula, charge and spin) (kcal/mol) = 96.5
- LUMO energy (eV) = -9.47
- spin multiplicity = 1
- net charge = +3
- HOMO-LUMO gap (eV) = 0.95
- largest force on an atom (eV/A) = 9.86

---

3.
C3H3Br3F2N3 | the ωB97M-V functional and the def2-TZVPD basis

Each line ends with the Mulliken charge.
Cartesian coordinates (Å):
C -1.34105 -0.28955 0.12096  0.18
C 0.95599 -0.22971 0.92966  -0.57
C 0.46801 0.77264 -1.17710  0.47
N -0.42533 -0.20392 1.06919  -0.09
N 1.33154 0.64439 -0.20279  0.30
N -0.69280 0.09970 -1.09687  -0.07
F 0.89783 1.16851 -2.29972  -0.14
F 2.52416 1.14271 -0.25787  -0.16
Br -2.77995 1.02440 0.55942  -0.02
Br 1.72516 -2.15182 0.50514  -0.07
Br -2.43218 -2.15409 0.10211  -0.07
H 1.53170 0.13047 1.70073  0.67
H -0.59216 -0.01811 2.06828  0.30
H -1.17093 0.06438 -2.02114  0.27

Cartesian forces (eV/Å) of the 6 atoms listed first:
C -3.146 -0.093 -0.990
C 0.486 -1.847 -3.694
C 0.376 -2.661 0.801
N 3.110 0.515 4.757
N -2.737 -1.005 0.766
N -0.162 0.503 -2.537

Results
- energy relative to the best compared isomer or geometry (same formula, charge and spin) (kcal/mol) = 11.6
- LUMO energy (eV) = -5.03
- spin multiplicity = 1
- net charge = +1
- HOMO-LUMO gap (eV) = 8.90
- largest force on an atom (eV/A) = 5.71

---

What did the first record say?
C5H10O | the ωB97M-V functional and the def2-TZVPD basis

Each line ends with the Mulliken charge.
Cartesian coordinates (Å):
C -0.18906 1.28414 -0.24093  -0.50
C -1.10264 0.30514 0.55230  -0.56
C -0.36384 -0.87351 -0.08295  -0.34
C -0.45847 -0.79754 -1.57395  -0.62
C 0.52237 0.08791 -0.87279  -0.37
H 0.46284 1.85023 0.42839  0.28
H -0.68100 1.96955 -0.93985  0.31
H -0.94424 0.38918 1.63102  0.21
H -2.17867 0.35092 0.35011  0.31
H -0.10140 -1.80186 0.41902  0.37
H -0.02360 -1.63803 -2.10855  0.26
H -1.34319 -0.36933 -2.04475  0.20
H 1.58671 0.03165 -1.08916  0.47
O 1.90873 -0.03535 1.97916  -0.66
H 1.20157 -0.41980 2.50979  0.32
H 1.70388 -0.33330 1.08312  0.33

Cartesian forces (eV/Å) of the 6 atoms listed first:
C 0.014 0.155 -0.034
C -0.128 0.000 0.088
C -0.071 -0.251 0.151
C -0.071 -0.050 -0.128
C 0.242 0.101 -0.117
H -0.111 -0.065 -0.117

Results
- energy relative to the best compared isomer or geometry (same formula, charge and spin) (kcal/mol) = 41.8
- LUMO energy (eV) = 1.01
- spin multiplicity = 1
- HOMO-LUMO gap (eV) = 10.98
- largest force on an atom (eV/A) = 0.30